# 1
ORCA calculation (the ωB97M-V functional and the def2-TZVPD basis) on a 5-piece molecular cluster, C19H46N7O5S overall at a distorted geometry.

Each atom is followed by the atoms it is bonded to, with distances in Å.
Geometry (Å):
1 C -3.735 -0.671 -4.838  C2 1.527, H13 1.090, H14 1.086, H15 1.086
2 C -3.095 -2.057 -4.878  C1 1.527, C3 1.523, H16 1.087, H17 1.089
3 C -3.557 -2.984 -3.761  C2 1.523, O4 1.444, H18 1.091, H19 1.084
4 O -2.540 -3.224 -2.764  C3 1.444, N5 1.365
5 N -2.532 -2.236 -1.822  O4 1.365, C6 1.303, H20 1.012
6 C -1.423 -1.646 -1.476  N5 1.303, N7 1.358, N8 1.399
7 N -0.233 -1.963 -2.049  C6 1.358, H21 1.022, H22 1.017
8 N -1.436 -0.645 -0.499  C6 1.399, C9 1.509, H23 1.015
9 C -2.350 0.500 -0.858  N8 1.509, C10 1.505, H24 1.091, H25 1.087
10 C -1.748 1.803 -0.406  C9 1.505, C11 1.527, H26 1.092, H27 1.088
11 C -0.346 2.064 -0.952  C10 1.527, S12 1.821, H28 1.084, H29 1.087
12 S -0.285 1.615 -2.716  C11 1.821, H30 1.335
13 H -3.701 -0.225 -3.844  C1 1.090
14 H -4.770 -0.705 -5.163  C1 1.086
15 H -3.207 0.005 -5.504  C1 1.086
16 H -2.010 -1.993 -4.916  C2 1.087
17 H -3.390 -2.521 -5.817  C2 1.089
18 H -4.466 -2.607 -3.289  C3 1.091
19 H -3.794 -3.968 -4.148  C3 1.084
20 H -3.410 -2.017 -1.368  N5 1.012
21 H 0.106 -1.194 -2.629  N7 1.022
22 H -0.268 -2.824 -2.590  N7 1.017
23 H -1.749 -1.029 0.388  N8 1.015
24 H -3.325 0.357 -0.390  C9 1.091
25 H -2.509 0.509 -1.933  C9 1.087
26 H -2.390 2.594 -0.797  C10 1.092
27 H -1.781 1.903 0.677  C10 1.088
28 H 0.427 1.568 -0.376  C11 1.084
29 H -0.164 3.135 -0.895  C11 1.087
30 H 0.736 2.386 -3.097  S12 1.335
31 C 3.572 -2.800 -2.986  C32 1.509, H36 1.085, H37 1.090, H38 1.090
32 C 2.485 -3.742 -3.444  C31 1.509, O33 1.228, N34 1.351
33 O 1.467 -3.334 -3.996  C32 1.228
34 N 2.671 -5.064 -3.234  C32 1.351, C35 1.453, H39 1.008
35 C 3.804 -5.727 -2.610  N34 1.453, H40 1.090, H41 1.090, H42 1.084
36 H 3.274 -1.786 -3.231  C31 1.085
37 H 3.720 -2.876 -1.909  C31 1.090
38 H 4.513 -3.021 -3.492  C31 1.090
39 H 1.913 -5.636 -3.571  N34 1.008
40 H 4.265 -6.420 -3.313  C35 1.090
41 H 3.474 -6.289 -1.736  C35 1.090
42 H 4.547 -5.002 -2.298  C35 1.084
43 C -0.021 1.061 3.865  C44 1.505, H48 1.086, H49 1.088, H50 1.087
44 C -1.173 0.181 3.459  C43 1.505, O45 1.228, N46 1.357
45 O -2.194 0.626 2.942  C44 1.228
46 N -1.041 -1.148 3.697  C44 1.357, C47 1.454, H51 1.007
47 C 0.090 -1.834 4.299  N46 1.454, H52 1.091, H53 1.090, H54 1.085
48 H -0.264 2.092 3.623  C43 1.086
49 H 0.165 0.989 4.935  C43 1.088
50 H 0.887 0.782 3.337  C43 1.087
51 H -1.845 -1.693 3.429  N46 1.007
52 H 0.491 -2.578 3.608  C47 1.091
53 H -0.222 -2.345 5.211  C47 1.090
54 H 0.875 -1.127 4.547  C47 1.085
55 C 4.020 0.765 2.624  C56 1.512, H60 1.086, H61 1.090, H62 1.091
56 C 3.922 0.747 4.133  C55 1.512, O57 1.223, N58 1.355
57 O 2.938 1.169 4.723  C56 1.223
58 N 4.978 0.247 4.819  C56 1.355, C59 1.452, H63 1.008
59 C 6.223 -0.288 4.297  N58 1.452, H64 1.091, H65 1.090, H66 1.084
60 H 3.108 1.198 2.224  C55 1.086
61 H 4.865 1.373 2.299  C55 1.090
62 H 4.136 -0.246 2.231  C55 1.091
63 H 4.853 0.268 5.819  N58 1.008
64 H 6.349 -1.325 4.612  C59 1.091
65 H 7.068 0.290 4.673  C59 1.090
66 H 6.232 -0.250 3.214  C59 1.084
67 C -2.274 7.115 0.720  C68 1.508, H72 1.085, H73 1.090, H74 1.090
68 C -1.670 5.733 0.740  C67 1.508, O69 1.223, N70 1.357
69 O -0.633 5.463 0.149  C68 1.223
70 N -2.323 4.767 1.435  C68 1.357, C71 1.451, H75 1.006
71 C -3.561 4.855 2.187  N70 1.451, H76 1.090, H77 1.091, H78 1.084
72 H -1.635 7.758 0.122  C67 1.085
73 H -3.270 7.096 0.277  C67 1.090
74 H -2.340 7.523 1.729  C67 1.090
75 H -1.843 3.883 1.400  N70 1.006
76 H -3.388 4.588 3.229  C71 1.090
77 H -4.301 4.166 1.777  C71 1.091
78 H -3.961 5.862 2.145  C71 1.084

HOMO energy, eV: -11.2
M, g/mol: 484.69
LUMO, hartree: -0.096
Charge: +1
Energy, hartree: -1909.01406

***

# 2
ORCA calculation (the ωB97M-V functional and the def2-TZVPD basis) on a 2-piece molecular cluster, C2H2F3NS2 overall at a distorted geometry.

Each atom is followed by the atoms it is bonded to, with distances in Å.
Geometry (Å):
1 N -0.514 -0.105 -0.755  C2 1.229, H5 1.123
2 C 0.510 -0.400 -1.368  N1 1.229, S3 1.777, S4 1.748
3 S 1.580 0.219 -2.644  C2 1.777, S4 2.071
4 S 1.831 -1.527 -1.560  C2 1.748, S3 2.071
5 H -1.157 0.729 -1.145  N1 1.123
6 F 1.336 -2.520 2.292  C7 1.343
7 C 1.086 -1.241 1.967  F6 1.343, F8 1.349, F9 1.332, H10 1.012
8 F 0.649 -0.622 3.083  C7 1.349
9 F 2.231 -0.655 1.621  C7 1.332
10 H 0.417 -1.203 1.209  C7 1.012

HOMO energy, eV: -9.1
M, g/mol: 161.17
LUMO, hartree: -0.022
Charge: 0
Energy, hartree: -1228.09065
SMILES: N=C1SS1.FC(F)F
Energy above the lowest of the compared OMol25 structures with the same formula, charge and spin, kcal/mol: 27.4

***

# 3
ORCA calculation (the ωB97M-V functional and the def2-TZVPD basis) on an isolated ion of composition C4H7N2O and charge +1 at a distorted geometry.

Each atom is followed by the atoms it is bonded to, with distances in Å.
Geometry (Å):
1 N 0.115 2.012 0.121  C2 1.330, H8 1.001, H9 1.049
2 C -0.217 0.731 0.250  N1 1.330, N3 1.306, C5 1.491
3 N -1.256 0.253 -0.381  C2 1.306, C4 1.419, H10 0.980
4 C -1.091 -1.148 -0.218  N3 1.419, C5 1.864, H11 1.197, H12 1.103
5 C 0.367 -0.539 0.771  C2 1.491, C4 1.864, C6 1.484, H13 1.020
6 C 1.604 -0.834 0.005  C5 1.484, O7 1.156, H14 1.188
7 O 2.275 0.002 -0.428  C6 1.156
8 H 1.019 2.215 0.499  N1 1.001
9 H -0.325 2.861 -0.309  N1 1.049
10 H -1.735 0.758 -1.070  N3 0.980
11 H -0.749 -1.858 -1.119  C4 1.197
12 H -1.864 -1.716 0.327  C4 1.103
13 H 0.111 -0.740 1.737  C5 1.020
14 H 1.746 -1.998 -0.185  C6 1.188

HOMO energy, eV: -14.7
M, g/mol: 99.11
LUMO, hartree: -0.140
Charge: +1
Energy, hartree: -341.03530
SMILES: [NH2+]=C1NC[C@H]1C=O
Energy above the lowest of the compared OMol25 structures with the same formula, charge and spin, kcal/mol: 63.3